[1]
The following is a DFT calculation (wB97M-V/def2-TZVPD) of a 2-piece molecular cluster, C3H12N4O overall at a distorted geometry.

```
20
Properties=species:S:1:pos:R:3:mulliken_charge:R:1
O -0.98 -1.83 0.47 -0.2257
N -0.90 2.30 -1.07 -0.3971
N -0.51 -1.40 1.75 -0.5515
N -0.15 1.54 1.08 -0.5232
N 0.03 3.33 -1.13 -0.4087
C 0.06 -2.33 -0.43 -0.2562
C 1.06 -1.27 -0.86 -0.9496
C -0.95 1.54 -0.05 0.0593
H 0.74 2.01 1.01 0.1961
H 1.78 -1.70 -1.54 0.3920
H -0.08 0.65 1.56 0.3498
H -0.12 -2.20 2.26 0.2326
H -0.49 -2.74 -1.28 0.2726
H 0.54 -0.47 -1.38 0.2196
H -1.36 -1.13 2.24 0.2420
H 1.58 -0.87 0.01 0.2636
H -1.82 0.90 -0.01 0.3934
H 0.58 -3.15 0.09 0.3009
H 0.10 3.65 -2.09 0.2430
H 0.91 3.20 -0.63 0.1472
```

Properties
Energy above the lowest of the compared OMol25 structures with the same formula, charge and spin ... 3.829 eV
Total charge ... 0
Maximum force ... 0.030 Eh/bohr
SMILES ... N/C=N\N.CCON
Gap between HOMO and LUMO ... 0.315 Eh
LUMO energy ... 0.86 eV
E_HOMO ... -7.70 eV

***

[2]
The following is a DFT calculation (wB97M-V/def2-TZVPD) of a 2-piece molecular cluster, C3H12N4S overall at a distorted geometry.

```
20
Properties=species:S:1:pos:R:3:mulliken_charge:R:1
S 0.28 -1.86 1.21 -0.2955
N 1.86 1.00 -3.13 -0.5681
N 1.51 -1.11 -2.06 -0.3796
N 1.62 0.93 -0.80 -0.7592
N -2.25 1.27 2.05 -0.6440
C 1.64 0.27 -1.93 0.6243
C -1.53 0.31 1.17 -0.3488
C -0.96 -0.83 2.07 -0.6267
H -0.49 -0.37 2.93 0.3549
H -0.68 0.75 0.57 0.2934
H -2.21 -0.17 0.43 0.2904
H 1.53 0.28 -0.06 0.2085
H 1.36 -1.52 -2.94 0.2107
H 1.26 0.69 -3.87 0.2464
H 1.09 -1.59 -1.24 0.0957
H -1.72 2.15 2.18 0.2416
H -3.11 1.56 1.56 0.2431
H 1.69 2.00 -2.92 0.2914
H 0.91 -2.32 2.32 0.1352
H -1.79 -1.43 2.46 0.3863
```

Properties
Energy above the lowest of the compared OMol25 structures with the same formula, charge and spin ... 0.000 eV
Total charge ... 0
Maximum force ... 0.050 Eh/bohr
SMILES ... N=C(N)N.NCCS
Gap between HOMO and LUMO ... 0.352 Eh
LUMO energy ... 0.77 eV
E_HOMO ... -8.79 eV

***

[3]
The following is a DFT calculation (wB97M-V/def2-TZVPD) of a 2-piece molecular cluster, C3H12NO overall at a distorted geometry.

```
17
Properties=species:S:1:pos:R:3:mulliken_charge:R:1
O -0.53 -1.17 1.09 -0.6075
N 0.26 1.09 -0.21 -0.0876
C 1.73 0.80 -0.14 -0.9385
C -1.23 -2.47 1.15 -0.6089
C -0.21 1.54 -1.58 -0.7576
H -0.52 0.63 -2.06 0.3131
H 0.12 1.82 0.47 0.3859
H -0.99 2.27 -1.40 0.3566
H 2.06 0.52 0.86 0.3382
H -0.20 0.22 0.15 0.3761
H -1.14 -0.59 1.56 0.3121
H -1.99 -2.42 1.92 0.3081
H 0.61 2.03 -2.11 0.3291
H 2.29 1.66 -0.48 0.4055
H -1.67 -2.60 0.17 0.2757
H 1.88 -0.08 -0.77 0.3792
H -0.48 -3.22 1.38 0.2203
```

Properties
Energy above the lowest of the compared OMol25 structures with the same formula, charge and spin ... 1.251 eV
Total charge ... +1
Maximum force ... 0.024 Eh/bohr
Gap between HOMO and LUMO ... 0.435 Eh
LUMO energy ... -3.28 eV
E_HOMO ... -15.12 eV

***

[4]
The following is a DFT calculation (wB97M-V/def2-TZVPD) of a 2-piece molecular cluster, C3H12NO overall at a distorted geometry.

```
17
Properties=species:S:1:pos:R:3:mulliken_charge:R:1
O -0.53 -0.89 -1.88 -0.4789
N 0.81 -1.24 1.57 -0.3056
C -0.57 2.54 -0.54 -1.0253
C -0.38 -1.42 -0.54 -0.6649
C 0.76 -0.70 0.17 -0.3306
H -1.35 -1.28 0.00 0.3804
H 1.71 -0.93 -0.32 0.2048
H -1.23 2.93 -1.37 0.2935
H -0.25 3.33 0.14 0.3242
H 1.49 -0.76 2.14 0.3481
H -1.21 1.97 0.11 0.2568
H 0.30 1.98 -0.96 0.2036
H 1.05 -2.23 1.54 0.3541
H 0.68 0.34 0.30 0.3374
H -0.16 -2.45 -0.63 0.4553
H -1.02 -0.02 -1.74 0.2986
H -0.11 -1.18 2.02 0.3484
```

Properties
Energy above the lowest of the compared OMol25 structures with the same formula, charge and spin ... 1.674 eV
Total charge ... +1
Maximum force ... 0.049 Eh/bohr
Gap between HOMO and LUMO ... 0.402 Eh
LUMO energy ... -4.03 eV
E_HOMO ... -14.98 eV

***

[5]
The following is a DFT calculation (wB97M-V/def2-TZVPD) of a 2-piece molecular cluster, C3H12NO overall at a distorted geometry.

```
17
Properties=species:S:1:pos:R:3:mulliken_charge:R:1
O 1.68 -4.46 -0.53 -0.6256
N 0.17 0.14 1.44 -0.0894
C 1.57 -0.26 1.86 -0.8529
C -0.14 1.51 1.91 -0.7239
C 0.00 0.00 0.00 -0.7593
H -0.97 0.42 -0.32 0.3269
H 1.23 -4.80 -1.34 0.3389
H 1.01 -3.90 -0.09 0.2903
H -0.43 -0.59 1.89 0.3639
H -0.40 1.54 2.98 0.3573
H 1.76 -1.33 1.66 0.3292
H 1.64 -0.09 2.95 0.3693
H 2.34 0.34 1.36 0.3688
H 0.81 0.59 -0.46 0.3774
H 0.66 2.24 1.72 0.3314
H 0.07 -1.04 -0.36 0.2812
H -1.02 1.79 1.31 0.3167
```

Properties
Energy above the lowest of the compared OMol25 structures with the same formula, charge and spin ... 1.327 eV
Total charge ... +1
Maximum force ... 0.045 Eh/bohr
Gap between HOMO and LUMO ... 0.398 Eh
LUMO energy ... -3.54 eV
E_HOMO ... -14.37 eV

***

[6]
The following is a DFT calculation (wB97M-V/def2-TZVPD) of a 2-piece molecular cluster, C3H12NO2 overall at a distorted geometry.

```
18
Properties=species:S:1:pos:R:3:mulliken_charge:R:1
O -0.49 1.51 -1.99 -0.5126
O 1.71 0.50 1.66 -0.5777
N 0.08 -0.82 -0.61 -0.2179
C -0.71 0.32 0.05 -0.3125
C -1.37 1.29 -0.88 -0.6081
C 0.48 -1.92 0.39 -0.6876
H 0.92 -0.48 -1.20 0.4240
H -1.63 -0.19 0.63 0.2819
H 1.18 -2.64 -0.20 0.3640
H -2.32 0.96 -1.53 0.2799
H 2.19 1.34 1.83 0.2728
H -0.50 -1.28 -1.23 0.3514
H 1.93 -0.01 2.34 0.2439
H -0.24 -2.58 0.71 0.3903
H 0.69 -1.41 1.38 0.1917
H -0.04 0.81 0.72 0.3783
H -0.19 2.46 -1.83 0.3465
H -1.67 2.14 -0.25 0.3917
```

Properties
Energy above the lowest of the compared OMol25 structures with the same formula, charge and spin ... 2.579 eV
Total charge ... +1
Maximum force ... 0.121 Eh/bohr
Gap between HOMO and LUMO ... 0.425 Eh
LUMO energy ... -3.08 eV
E_HOMO ... -14.64 eV

***

[7]
The following is a DFT calculation (wB97M-V/def2-TZVPD) of a 3-piece molecular cluster, C3H12NO2 overall at a distorted geometry.

```
18
Properties=species:S:1:pos:R:3:mulliken_charge:R:1
O -0.19 -1.98 -1.76 -0.7217
O 2.24 -0.90 -2.65 -0.6625
N -0.91 -1.12 0.76 -0.1854
C -0.95 1.11 1.76 -0.0331
C -0.52 0.30 0.79 -0.4063
C -0.32 2.50 1.77 -0.9393
H 3.03 -0.42 -2.38 0.3138
H -2.00 1.19 2.03 0.3043
H -0.22 -1.66 1.26 0.3686
H 0.22 -2.85 -1.68 0.3367
H 0.26 2.58 0.85 0.2890
H -1.15 3.21 1.69 0.3046
H -1.85 -1.31 1.08 0.3845
H -0.85 -1.49 -0.22 0.3518
H 0.52 -1.48 -2.22 0.3818
H 2.30 -1.02 -3.60 0.3257
H 0.02 0.61 -0.09 0.2805
H 0.34 2.72 2.60 0.3070
```

Properties
Energy above the lowest of the compared OMol25 structures with the same formula, charge and spin ... 1.651 eV
Total charge ... +1
Maximum force ... 0.058 Eh/bohr
Gap between HOMO and LUMO ... 0.395 Eh
LUMO energy ... -3.35 eV
E_HOMO ... -14.09 eV

***

[8]
The following is a DFT calculation (wB97M-V/def2-TZVPD) of a 3-piece molecular cluster, C3H12NO2 overall at a distorted geometry.

```
18
Properties=species:S:1:pos:R:3:mulliken_charge:R:1
O -0.71 2.07 -2.64 -0.6380
O -1.55 -2.22 0.80 -0.6313
N 0.99 -0.66 0.44 0.1463
C 2.20 -1.07 0.56 -0.0921
C 0.53 0.70 0.13 -0.2917
C -0.60 1.09 1.07 -1.1159
H -0.83 2.14 0.92 0.3493
H 2.97 -0.31 0.63 0.2741
H -0.29 1.02 2.12 0.3752
H 0.33 -1.45 0.37 0.2058
H 0.21 0.66 -0.91 0.3515
H 2.39 -2.13 0.64 0.2580
H 1.35 1.36 0.29 0.2914
H -1.38 -3.17 0.82 0.2869
H -0.69 2.91 -2.17 0.3194
H -1.53 2.14 -3.15 0.3242
H -2.50 -2.15 0.91 0.3128
H -1.50 0.51 0.90 0.2740
```

Properties
Energy above the lowest of the compared OMol25 structures with the same formula, charge and spin ... 1.023 eV
Total charge ... +1
Maximum force ... 0.036 Eh/bohr
Gap between HOMO and LUMO ... 0.374 Eh
LUMO energy ... -4.57 eV
E_HOMO ... -14.74 eV

***

Please write out number 4 again, unchanged.
The following is a DFT calculation (wB97M-V/def2-TZVPD) of a 2-piece molecular cluster, C3H12NO overall at a distorted geometry.

```
17
Properties=species:S:1:pos:R:3:mulliken_charge:R:1
O -0.53 -0.89 -1.88 -0.4789
N 0.81 -1.24 1.57 -0.3056
C -0.57 2.54 -0.54 -1.0253
C -0.38 -1.42 -0.54 -0.6649
C 0.76 -0.70 0.17 -0.3306
H -1.35 -1.28 0.00 0.3804
H 1.71 -0.93 -0.32 0.2048
H -1.23 2.93 -1.37 0.2935
H -0.25 3.33 0.14 0.3242
H 1.49 -0.76 2.14 0.3481
H -1.21 1.97 0.11 0.2568
H 0.30 1.98 -0.96 0.2036
H 1.05 -2.23 1.54 0.3541
H 0.68 0.34 0.30 0.3374
H -0.16 -2.45 -0.63 0.4553
H -1.02 -0.02 -1.74 0.2986
H -0.11 -1.18 2.02 0.3484
```

Properties
Energy above the lowest of the compared OMol25 structures with the same formula, charge and spin ... 1.674 eV
Total charge ... +1
Maximum force ... 0.049 Eh/bohr
Gap between HOMO and LUMO ... 0.402 Eh
LUMO energy ... -4.03 eV
E_HOMO ... -14.98 eV

***

What is the LUMO energy in the fourth record? -4.03 eV

***

Which of these has the highest maximum force? number 6